A cluster of 10 separate species, C27H73Cl4N3O11 in total. Source: the Open Molecules 2025 dataset; level of theory: the ωB97M-V functional and the def2-TZVPD basis.

```
! wB97M-V def2-TZVPD RIJCOSX def2/J DEFGRID3
* xyz 1 2
Cl -3.883 0.081 0.627
C -2.299 -0.654 0.961
C -2.372 -2.169 1.089
Cl -2.779 -2.914 -0.481
H -1.866 -0.230 1.868
H -1.665 -0.360 0.125
H -3.017 -2.428 1.928
H -1.408 -2.635 1.295
Cl -4.923 2.321 3.139
C -3.832 3.298 2.167
C -4.585 3.901 1.026
Cl -5.917 4.936 1.600
H -3.032 2.646 1.818
H -3.309 4.070 2.732
H -4.929 3.077 0.401
H -3.878 4.530 0.486
C -1.305 -4.384 3.951
O -2.033 -4.901 2.866
H -0.395 -4.975 4.061
H -0.961 -3.369 3.752
H -1.874 -4.395 4.880
H -2.578 -5.642 3.142
C 1.212 -0.459 3.453
O 0.451 -1.091 2.437
H 1.828 -1.170 4.003
H 1.860 0.279 2.981
H 0.529 0.067 4.121
H 1.033 -1.734 2.025
C -4.277 -3.530 -3.634
O -3.925 -4.442 -4.678
H -4.707 -2.598 -4.000
H -5.042 -4.057 -3.064
H -3.403 -3.319 -3.018
H -4.173 -5.325 -4.394
C -3.386 -1.327 4.522
O -4.550 -0.893 5.192
H -2.961 -0.598 3.833
H -2.691 -1.630 5.306
H -3.721 -2.198 3.958
H -4.278 -0.144 5.726
C -6.366 -3.079 -0.008
O -7.348 -3.978 0.410
H -5.695 -3.518 -0.746
H -6.879 -2.303 -0.577
H -5.769 -2.731 0.834
H -7.966 -4.158 -0.303
C -0.233 3.266 3.028
O -0.470 3.219 1.646
C -0.663 4.444 0.894
C -0.829 4.185 -0.639
N -1.895 3.231 -0.888
C -1.941 3.054 -2.312
C -2.694 1.774 -2.599
O -1.757 0.733 -2.381
C -2.253 -0.540 -2.739
H 0.734 3.754 3.147
H -0.085 2.247 3.387
H -1.061 3.781 3.515
H 0.205 5.082 1.061
H -1.613 4.855 1.236
H 0.110 3.914 -1.121
H -1.131 5.094 -1.159
H -1.654 2.343 -0.471
H -0.985 3.029 -2.835
H -2.516 3.940 -2.582
H -2.951 1.836 -3.656
H -3.645 1.760 -2.067
H -2.107 -0.580 -3.819
H -3.296 -0.748 -2.500
H -1.581 -1.273 -2.292
C 5.804 -1.803 3.415
O 5.052 -2.451 2.426
C 4.390 -1.501 1.540
C 3.463 -2.286 0.542
N 2.356 -2.877 1.292
C 1.447 -3.721 0.427
C 1.003 -2.996 -0.894
O 2.085 -3.230 -1.846
C 1.666 -2.743 -3.118
H 6.514 -1.138 2.923
H 6.316 -2.547 4.026
H 5.269 -1.158 4.112
H 5.131 -0.920 0.991
H 3.844 -0.736 2.091
H 4.041 -3.027 -0.010
H 3.059 -1.577 -0.180
H 2.772 -3.537 1.933
H 0.591 -4.146 0.952
H 2.050 -4.592 0.170
H 0.709 -1.970 -0.672
H 0.085 -3.518 -1.165
H 0.849 -3.323 -3.547
H 2.466 -2.787 -3.857
H 1.428 -1.697 -2.929
C 1.178 0.929 -0.736
O 2.017 1.915 -1.288
C 2.924 2.695 -0.407
C 3.697 3.621 -1.345
N 4.872 3.038 -1.938
C 5.395 3.988 -2.935
C 6.495 3.324 -3.767
O 5.884 2.553 -4.842
C 6.720 1.668 -5.612
H 0.647 0.390 -1.520
H 0.442 1.357 -0.055
H 1.737 0.311 -0.033
H 3.580 2.049 0.176
H 2.287 3.343 0.195
H 4.030 4.525 -0.834
H 2.908 3.966 -2.013
H 4.823 2.098 -2.304
H 5.758 4.937 -2.541
H 4.580 4.181 -3.633
H 7.091 2.733 -3.072
H 7.156 4.068 -4.213
H 7.461 2.170 -6.234
H 6.073 1.210 -6.360
H 7.230 0.944 -4.976
*
```

LUMO (alpha / beta) in Eh: -0.09784 / -0.29615
HOMO level (alpha / beta) in eV: -11.1031 / -11.1031
⟨S²⟩: 0.755

Atom charges from the Mulliken analysis, given in e for atoms 1 to 99: number 1, Cl, carries -0.16; number 2, C, carries 0.54; number 3, C, carries 0.50; number 4, Cl, carries -0.12; number 5, H, carries -0.09; number 6, H, carries -0.51; number 7, H, carries 0.17; number 8, H, carries -0.57; number 9, Cl, carries -0.13; number 10, C, carries 0.30; number 11, C, carries -0.10; number 12, Cl, carries -0.18; number 13, H, carries -0.52; number 14, H, carries 0.35; number 15, H, carries 0.22; number 16, H, carries 0.07; number 17, C, carries -0.30; number 18, O, carries -0.46; number 19, H, carries 0.29; number 20, H, carries -0.13; number 21, H, carries 0.40; number 22, H, carries 0.28; number 23, C, carries -0.98; number 24, O, carries 0.19; number 25, H, carries 0.28; number 26, H, carries 0.13; number 27, H, carries 0.35; number 28, H, carries 0.13; number 29, C, carries -0.08; number 30, O, carries -0.56; number 31, H, carries 0.25; number 32, H, carries 0.17; number 33, H, carries -0.07; number 34, H, carries 0.31; number 35, C, carries -0.09; number 36, O, carries -0.57; number 37, H, carries 0.04; number 38, H, carries 0.31; number 39, H, carries 0.06; number 40, H, carries 0.30; number 41, C, carries -0.16; number 42, O, carries -0.55; number 43, H, carries 0.04; number 44, H, carries 0.28; number 45, H, carries 0.08; number 46, H, carries 0.31; number 47, C, carries -0.66; number 48, O, carries 0.09; number 49, C, carries -0.85; number 50, C, carries -0.51; number 51, N, carries 0.41; number 52, C, carries -0.80; number 53, C, carries -0.81; number 54, O, carries 0.01; number 55, C, carries -0.86; number 56, H, carries 0.29; number 57, H, carries -0.07; number 58, H, carries 0.30; number 59, H, carries 0.49; number 60, H, carries 0.39; number 61, H, carries -0.08; number 62, H, carries 0.59; number 63, H, carries -0.28; number 64, H, carries 0.31; number 65, H, carries 0.48; number 66, H, carries 0.51; number 67, H, carries 0.28; number 68, H, carries 0.56; number 69, H, carries 0.45; number 70, H, carries -0.10; number 71, C, carries -0.78; number 72, O, carries -0.36; number 73, C, carries -0.70; number 74, C, carries -0.40; number 75, N, carries -0.31; number 76, C, carries -1.25; number 77, C, carries 0.20; number 78, O, carries -0.41; number 79, C, carries -0.54; number 80, H, carries 0.32; number 81, H, carries 0.28; number 82, H, carries 0.28; number 83, H, carries 0.56; number 84, H, carries 0.13; number 85, H, carries 0.43; number 86, H, carries 0.21; number 87, H, carries 0.22; number 88, H, carries 0.39; number 89, H, carries 0.57; number 90, H, carries -0.14; number 91, H, carries 0.60; number 92, H, carries 0.28; number 93, H, carries 0.29; number 94, H, carries 0.10; number 95, C, carries 0.78; number 96, O, carries -0.38; number 97, C, carries -0.32; number 98, C, carries -0.66; number 99, N, carries 0.05

A cluster of 5 separate species, C27H75FN12O7P4 in total. Source: the Open Molecules 2025 dataset; level of theory: the ωB97M-V functional and the def2-TZVPD basis.

```
! wB97M-V def2-TZVPD RIJCOSX def2/J DEFGRID3
* xyz 1 2
C -1.713 -2.622 -0.335
C -0.312 -2.312 0.081
O -0.505 -1.703 1.361
C -1.674 -2.023 1.857
O -2.108 -1.675 2.916
O -2.311 -2.776 0.889
F 0.183 -1.508 -0.814
H -1.676 -3.590 -0.835
H -2.213 -1.926 -1.009
H 0.326 -3.185 0.216
O 2.674 4.778 1.933
P 1.653 3.774 1.584
N 1.935 2.623 0.392
C 2.856 2.911 -0.757
C 0.900 1.550 0.074
N 0.261 4.663 0.999
C 0.355 5.818 0.262
C -1.062 4.009 1.201
N 1.026 2.936 2.997
C 1.179 1.553 3.433
C 0.583 3.855 3.976
H 2.600 2.419 -1.696
H 3.858 2.680 -0.398
H 2.772 3.950 -1.075
H 1.414 0.722 -0.415
H 0.254 1.940 -0.712
H 0.292 1.259 0.931
H 0.094 5.548 -0.762
H -0.392 6.561 0.539
H 1.371 6.153 0.053
H -1.809 4.574 1.757
H -1.463 4.032 0.187
H -1.009 3.006 1.624
H 0.251 1.026 3.212
H 1.906 0.949 2.891
H 1.644 1.519 4.419
H 0.179 3.285 4.812
H -0.142 4.533 3.526
H 1.494 4.383 4.258
O 2.829 -3.140 2.136
P 3.942 -2.210 2.523
N 3.822 -1.289 3.838
C 2.596 -1.380 4.485
C 4.921 -0.807 4.743
N 4.145 -0.899 1.422
C 3.437 -1.134 0.109
C 5.144 0.174 1.590
N 5.453 -3.047 2.568
C 5.833 -4.063 3.579
C 6.042 -3.378 1.304
H 2.367 -2.266 5.077
H 1.820 -1.448 3.722
H 2.304 -0.497 5.053
H 4.474 -0.307 5.602
H 5.540 -0.145 4.138
H 5.444 -1.678 5.137
H 3.631 -0.389 -0.662
H 3.837 -2.090 -0.227
H 2.368 -1.244 0.293
H 4.715 0.833 2.345
H 6.132 -0.045 1.995
H 5.136 0.759 0.670
H 5.313 -3.769 4.491
H 5.573 -5.097 3.353
H 6.915 -4.091 3.708
H 5.448 -4.105 0.751
H 7.087 -3.683 1.256
H 6.073 -2.520 0.633
O -7.555 -1.194 1.227
P -6.616 -0.143 1.561
N -5.434 -0.712 2.666
C -4.399 0.245 3.179
C -5.340 -2.078 3.066
N -7.262 1.301 2.300
C -8.701 1.301 2.806
C -6.646 2.591 2.359
N -5.611 0.262 0.152
C -4.529 -0.649 -0.202
C -6.329 0.797 -0.970
H -3.948 -0.252 4.039
H -4.966 1.086 3.578
H -3.669 0.641 2.473
H -5.296 -2.739 2.200
H -6.323 -2.294 3.485
H -4.646 -2.233 3.892
H -9.388 1.344 1.960
H -8.819 0.427 3.446
H -8.810 2.158 3.470
H -6.583 2.805 3.426
H -5.614 2.543 2.012
H -7.261 3.382 1.929
H -3.909 -0.182 -0.967
H -3.951 -0.971 0.665
H -5.104 -1.417 -0.720
H -6.744 0.091 -1.690
H -5.819 1.427 -1.698
H -7.202 1.305 -0.560
O -0.430 -0.233 -7.347
P 0.453 -0.801 -6.314
N 1.880 0.222 -5.982
C 2.632 0.386 -4.725
C 2.430 1.008 -7.002
N 1.248 -2.339 -6.759
C 1.469 -2.657 -8.196
C 2.099 -3.088 -5.821
N -0.362 -1.002 -4.781
C -1.228 -2.249 -4.638
C -0.783 0.209 -4.033
H 1.963 0.535 -3.877
H 3.154 1.333 -4.866
H 3.329 -0.419 -4.495
H 2.132 2.050 -6.888
H 2.230 0.593 -7.990
H 3.520 1.017 -7.004
H 2.478 -2.308 -8.415
H 1.482 -3.737 -8.343
H 0.648 -2.140 -8.693
H 2.039 -4.159 -6.017
H 3.099 -2.683 -5.975
H 1.683 -2.961 -4.821
H -1.894 -2.171 -5.498
H -0.506 -3.063 -4.707
H -1.845 -2.329 -3.743
H -1.860 0.374 -4.016
H -0.131 1.030 -4.332
H -0.464 -0.001 -3.012
*
```

LUMO (alpha / beta) in Eh: -0.09566 / -0.26924
HOMO level (alpha / beta) in eV: -9.5196 / -9.5196
⟨S²⟩: 0.763

Atom charges from the Mulliken analysis, given in e for atoms 1 to 99: number 1, C, carries 0.09; number 2, C, carries -0.01; number 3, O, carries -0.04; number 4, C, carries 0.48; number 5, O, carries -0.47; number 6, O, carries -0.35; number 7, F, carries -0.07; number 8, H, carries 0.37; number 9, H, carries -0.16; number 10, H, carries 0.33; number 11, O, carries -0.86; number 12, P, carries 0.39; number 13, N, carries 0.81; number 14, C, carries -0.98; number 15, C, carries -0.48; number 16, N, carries 0.26; number 17, C, carries -1.15; number 18, C, carries -1.06; number 19, N, carries 0.26; number 20, C, carries -1.38; number 21, C, carries -1.21; number 22, H, carries 0.13; number 23, H, carries 0.29; number 24, H, carries 0.35; number 25, H, carries 0.03; number 26, H, carries 0.40; number 27, H, carries -0.15; number 28, H, carries 0.37; number 29, H, carries 0.34; number 30, H, carries 0.30; number 31, H, carries 0.30; number 32, H, carries 0.35; number 33, H, carries 0.25; number 34, H, carries 0.40; number 35, H, carries 0.14; number 36, H, carries 0.74; number 37, H, carries 0.48; number 38, H, carries 0.32; number 39, H, carries 0.33; number 40, O, carries -0.88; number 41, P, carries 0.18; number 42, N, carries 0.65; number 43, C, carries -0.94; number 44, C, carries -0.93; number 45, N, carries 0.56; number 46, C, carries -1.00; number 47, C, carries -1.22; number 48, N, carries 0.29; number 49, C, carries -0.99; number 50, C, carries -1.06; number 51, H, carries 0.26; number 52, H, carries 0.11; number 53, H, carries 0.34; number 54, H, carries 0.37; number 55, H, carries 0.28; number 56, H, carries 0.26; number 57, H, carries 0.43; number 58, H, carries 0.43; number 59, H, carries -0.07; number 60, H, carries 0.34; number 61, H, carries 0.32; number 62, H, carries 0.34; number 63, H, carries 0.31; number 64, H, carries 0.32; number 65, H, carries 0.31; number 66, H, carries 0.35; number 67, H, carries 0.39; number 68, H, carries 0.25; number 69, O, carries -0.87; number 70, P, carries 0.24; number 71, N, carries 0.22; number 72, C, carries -1.04; number 73, C, carries -1.00; number 74, N, carries 0.25; number 75, C, carries -1.07; number 76, C, carries -1.24; number 77, N, carries 0.30; number 78, C, carries -0.94; number 79, C, carries -1.05; number 80, H, carries 0.43; number 81, H, carries 0.37; number 82, H, carries 0.25; number 83, H, carries 0.28; number 84, H, carries 0.37; number 85, H, carries 0.37; number 86, H, carries 0.28; number 87, H, carries 0.32; number 88, H, carries 0.43; number 89, H, carries 0.48; number 90, H, carries 0.38; number 91, H, carries 0.37; number 92, H, carries 0.53; number 93, H, carries -0.17; number 94, H, carries 0.34; number 95, H, carries 0.39; number 96, H, carries 0.33; number 97, H, carries 0.30; number 98, O, carries -0.73; number 99, P, carries 0.58